Version i
The following is a DFT calculation (ωB97M-V/def2-TZVPD) of a gas-phase ion, C3H11N2S (charge +1).

Last column: Löwdin charge in e.
Atoms and positions in Å:
C  0.35  -0.94  1.30  -0.06
C  0.03  0.40  0.67  -0.75
N  -1.36  0.48  0.26  0.01
S  0.50  2.04  1.36  0.88
C  0.77  0.37  -0.90  -0.15
N  -0.29  -0.16  -1.76  0.05
H  -0.21  -1.09  2.15  0.06
H  1.28  -1.14  1.68  0.07
H  0.17  -1.89  0.74  0.11
H  -1.70  1.46  0.23  0.13
H  -1.96  -0.14  0.72  0.11
H  -0.69  2.11  1.82  -0.15
H  1.02  1.49  -0.99  0.11
H  1.60  -0.25  -0.95  0.09
H  -0.19  -1.26  -1.82  0.21
H  -0.43  0.36  -2.66  0.17
H  -1.24  0.14  -1.07  0.12

## Properties
SMILES	C[C@@](N)(S)C[NH3+]
spin multiplicity	1
charge	+1
Kohn-Sham gap	10.3407	eV
HOMO	-13.580	eV
M	107.20	g mol⁻¹
LUMO	-0.119	Ha



Version ii
The following is a DFT calculation (ωB97M-V/def2-TZVPD) of 2 unconnected molecules or ions with the total composition C3H11N2S.

Last column: Löwdin charge in e.
Atoms and positions in Å:
N  0.44  -3.01  -0.10  0.17
C  0.11  -1.75  0.25  -0.18
N  -0.98  -1.35  0.78  0.21
H  -0.18  -3.83  0.21  0.17
H  1.37  -3.16  -0.52  0.15
H  0.84  -1.00  0.04  0.10
H  -1.05  -0.35  0.98  0.04
H  -1.73  -1.93  1.03  0.13
C  1.42  1.43  -0.01  -0.44
S  -0.07  1.81  0.94  0.75
C  -1.15  2.25  -0.52  -0.37
H  1.88  2.39  -0.34  0.06
H  1.19  0.83  -0.94  0.04
H  2.09  0.80  0.61  0.04
H  -2.12  2.66  -0.11  0.06
H  -0.65  2.91  -1.16  0.01
H  -1.41  1.30  -1.15  0.07

## Properties
spin multiplicity	1
charge	+1
Kohn-Sham gap	9.1330	eV
HOMO	-12.598	eV
M	107.20	g mol⁻¹
LUMO	-0.127	Ha



So which one is most stable? That would be version ii, about 160.1 kJ/mol below the next structure.



Version i
The following is a DFT calculation (ωB97M-V/def2-TZVPD) of 2 unconnected molecules or ions with the total composition C3H11N2S.

Last column: Löwdin charge in e.
Atoms and positions in Å:
C  0.37  -1.21  1.83  -0.17
C  -1.11  -1.45  1.47  -0.56
S  -1.53  -0.92  -0.22  0.75
H  0.61  -0.13  1.65  0.05
H  1.07  -1.85  1.28  0.07
H  0.57  -1.41  2.93  0.10
H  -1.38  -2.50  1.56  0.07
H  -1.78  -0.94  2.13  0.06
H  -0.92  -1.89  -0.91  -0.11
N  1.23  1.36  -0.58  0.18
C  0.68  1.91  -1.65  -0.14
N  -0.47  1.52  -2.17  0.18
H  0.91  0.51  -0.09  0.07
H  2.15  1.72  -0.35  0.13
H  1.23  2.74  -2.04  0.16
H  -0.74  1.87  -3.08  0.14
H  -0.88  0.68  -1.76  0.00

## Properties
spin multiplicity	1
charge	+1
Kohn-Sham gap	9.6872	eV
HOMO	-13.248	eV
M	107.20	g mol⁻¹
LUMO	-0.131	Ha



Version ii
The following is a DFT calculation (ωB97M-V/def2-TZVPD) of 2 unconnected molecules or ions with the total composition C3H11N2S.

Last column: Löwdin charge in e.
Atoms and positions in Å:
C  2.70  1.05  -2.00  -0.17
C  1.82  0.08  -1.26  -0.59
S  0.82  0.88  0.02  0.78
H  3.45  1.48  -1.33  0.07
H  3.26  0.57  -2.80  0.08
H  2.16  1.90  -2.44  0.08
H  2.32  -0.83  -0.95  0.08
H  1.04  -0.31  -1.92  0.06
H  1.81  1.48  0.69  -0.10
N  -1.29  -1.01  1.15  0.06
C  -2.37  -0.75  1.89  -0.16
N  -3.60  -0.66  1.51  0.25
H  -0.85  -1.89  0.90  0.12
H  -0.75  -0.26  0.66  -0.04
H  -2.23  -0.40  2.93  0.16
H  -4.19  -0.14  2.15  0.15
H  -4.10  -1.20  0.81  0.16

## Properties
spin multiplicity	1
charge	+1
Kohn-Sham gap	7.5432	eV
HOMO	-12.704	eV
M	107.20	g mol⁻¹
LUMO	-0.190	Ha



So which one is most stable? That would be version i, about 181.0 kJ/mol below the next structure.



Version i
The following is a DFT calculation (ωB97M-V/def2-TZVPD) of a gas-phase ion, C5H9N4 (charge +1).

Last column: Löwdin charge in e.
Atoms and positions in Å:
H  1.89  2.54  0.61  0.05
N  2.32  1.58  0.71  0.10
C  1.61  0.64  -0.02  -0.30
C  2.06  -0.96  0.00  -0.07
C  0.26  1.12  -0.88  -0.06
C  -1.00  0.30  -0.18  -0.05
N  -1.97  0.92  0.80  0.09
N  -2.79  -0.17  1.13  0.03
C  -2.43  -1.46  0.44  0.04
N  -1.23  -1.18  -0.45  0.12
H  1.98  -1.47  -1.05  0.08
H  3.12  -1.07  0.50  0.11
H  1.26  -1.50  0.70  0.08
H  0.34  0.85  -2.02  0.13
H  0.10  2.30  -0.83  0.14
H  -2.00  1.91  1.12  0.19
H  -2.88  -2.54  0.48  0.16
H  -0.66  -1.79  -1.07  0.17

## Properties
SMILES	[H]/N=C(/C)Cc1[nH]nc[nH+]1
spin multiplicity	1
charge	+1
Kohn-Sham gap	8.9790	eV
HOMO	-13.824	eV
M	125.15	g mol⁻¹
LUMO	-0.178	Ha



Version ii
The following is a DFT calculation (ωB97M-V/def2-TZVPD) of a gas-phase ion, C5H9N4 (charge +1).

Last column: Löwdin charge in e.
Atoms and positions in Å:
C  -1.85  1.18  0.38  0.02
N  -0.57  0.62  -0.06  -0.04
C  0.51  1.50  -0.21  -0.12
N  1.71  1.22  -0.36  0.15
C  2.11  -0.05  -0.05  -0.38
N  3.40  -0.09  0.38  0.18
C  1.21  -1.08  -0.06  0.08
C  -0.29  -0.70  -0.12  -0.23
N  -1.23  -1.61  -0.13  0.22
H  -2.50  1.61  -0.49  0.16
H  -2.34  0.51  1.01  0.08
H  -1.52  1.93  0.97  0.06
H  0.31  2.60  -0.47  0.19
H  3.65  -1.08  0.56  0.13
H  4.12  0.52  0.11  0.10
H  1.45  -2.22  -0.03  0.15
H  -0.85  -2.49  -0.10  0.09
H  -2.24  -1.45  0.09  0.16

## Properties
SMILES	Cn1cnc(N)cc1=[NH2+]
spin multiplicity	1
charge	+1
Kohn-Sham gap	9.9506	eV
HOMO	-13.168	eV
M	125.15	g mol⁻¹
LUMO	-0.118	Ha



So which one is most stable? That would be version ii, about 607.0 kJ/mol below the next structure.



Version i
The following is a DFT calculation (ωB97M-V/def2-TZVPD) of CH2F3P in the gas phase.

Last column: Löwdin charge in e.
Atoms and positions in Å:
F  -0.67  -1.96  0.70  0.03
C  -0.26  -0.89  0.23  -0.43
P  -0.74  1.14  -0.31  0.99
F  0.53  2.00  0.43  -0.37
F  0.25  1.09  -1.71  -0.37
H  0.49  -0.90  -0.56  0.04
H  0.40  -0.49  1.22  0.12

## Properties
SMILES	FCP(F)F
spin multiplicity	1
Kohn-Sham gap	9.7214	eV
HOMO	-9.714	eV
M	102.00	g mol⁻¹
LUMO	0.000	Ha



Version ii
The following is a DFT calculation (ωB97M-V/def2-TZVPD) of 2 unconnected molecules or ions with the total composition CH2F3P.

Last column: Löwdin charge in e.
Atoms and positions in Å:
C  -0.44  -0.25  -0.24  -0.44
F  -0.89  -1.54  0.12  -0.14
F  0.13  2.48  0.21  -0.55
F  1.77  -0.66  0.82  -0.29
P  1.30  -0.26  -0.67  1.24
H  -0.70  0.26  0.72  0.11
H  -1.18  -0.04  -0.96  0.07

## Properties
spin multiplicity	1
Kohn-Sham gap (spin up / spin down)	6.1977 / 6.1956	eV
HOMO (spin up / spin down)	-10.215 / -10.213	eV
M	102.00	g mol⁻¹
LUMO (spin up / spin down)	-0.148 / -0.148	Ha



So which one is most stable? That would be version i, about 253.1 kJ/mol below the next structure.